Here is a 10-piece molecular cluster, C46H116ClN5O10P overall at a distorted geometry from the OMol25 dataset. Energies are from wB97M-V/def2-TZVPD.

Cartesian coordinates (Å):
C 9.16782 0.85565 -3.02224
C 8.62057 0.41505 -4.29980
C 8.67765 1.49580 -5.46758
C 7.54624 2.51603 -5.21772
P 7.67656 4.02812 -6.10693
C 6.35469 5.13854 -5.58916
C 4.93327 4.41891 -5.43944
C 3.78850 5.37087 -5.03904
C 4.14718 6.24301 -3.85974
C 7.87131 3.72849 -7.89983
C 6.59709 3.64784 -8.71608
C 6.90555 3.46223 -10.23206
C 5.72927 2.81393 -10.94990
C 9.12250 5.07053 -5.67324
C 9.57438 5.05535 -4.19958
C 10.31634 6.34894 -3.83794
C 10.57319 6.49594 -2.34592
H 9.02449 0.07927 -2.27741
H 8.66577 1.75299 -2.56360
H 10.26309 1.13945 -3.11955
H 7.55006 0.15156 -4.23665
H 9.15063 -0.48881 -4.58931
H 8.44458 1.01940 -6.43004
H 9.61991 1.97720 -5.38655
H 7.36836 2.81208 -4.19081
H 6.59456 2.06425 -5.53260
H 6.35943 6.07985 -6.12615
H 6.66791 5.46797 -4.56843
H 5.04869 3.72436 -4.63669
H 4.74194 3.93605 -6.39066
H 2.93575 4.69464 -4.86662
H 3.49106 6.05328 -5.86736
H 4.73711 5.63502 -3.11105
H 3.25968 6.70416 -3.40465
H 4.85059 7.06495 -4.17304
H 8.44340 2.80490 -8.00800
H 8.45182 4.59482 -8.27265
H 6.03940 4.59680 -8.56227
H 5.96656 2.74945 -8.36423
H 7.72488 2.77659 -10.39368
H 7.24020 4.33721 -10.75696
H 4.83729 3.46796 -11.01572
H 5.46564 1.89429 -10.34751
H 5.93936 2.52810 -11.95247
H 8.81808 6.02625 -6.01685
H 9.89700 4.66830 -6.24986
H 10.29404 4.26639 -4.04454
H 8.71537 5.00795 -3.52883
H 9.61767 7.25188 -4.01334
H 11.21412 6.50041 -4.45147
H 11.03885 7.45486 -2.17746
H 11.31583 5.76466 -1.89573
H 9.68940 6.39735 -1.78465
C -7.89547 -10.54456 -6.40558
O -7.54078 -11.63786 -5.97748
C -6.52617 -11.67399 -4.88495
C -5.95648 -13.07911 -5.01183
N -6.75591 -14.10712 -4.42792
H -7.37414 -13.61994 -3.81673
H -7.39165 -14.43140 -5.15756
C -6.08489 -15.29761 -3.82331
C -5.99289 -15.04871 -2.33068
O -4.66995 -15.71958 -1.81496
C -4.10546 -15.26558 -0.80118
H -8.57552 -10.45511 -7.27545
H -7.67618 -9.64811 -5.78334
H 11.01677 7.25593 -14.27275
H -7.17651 -11.55701 -3.99574
H -5.70190 -11.07818 -5.09896
H -4.92616 -13.20424 -4.69065
H -5.70902 -13.19360 -6.08440
H -5.06255 -15.17678 -4.26137
H -6.41221 -16.27559 -4.16816
H -6.65498 -15.50946 -1.61464
H -5.88035 -13.97137 -1.94748
H -3.00505 -15.59396 -0.43911
H -4.49819 -14.39061 -0.23826
H 0.49434 -4.54600 10.23124
C -3.55983 10.61652 3.96647
O -3.89240 9.46191 3.22725
C -4.34041 8.34695 3.90276
C -4.84163 7.38096 2.86087
N -5.84992 8.03767 1.99582
H -6.70836 8.26692 2.51757
H -5.53939 8.93357 1.60473
C -6.23108 7.15793 0.84116
C -7.11916 6.00399 1.42372
O -7.85417 6.51793 2.47542
C -8.49620 5.70869 3.38834
H -4.45612 11.14592 4.22967
H -2.84293 11.25029 3.43391
H -3.14478 10.29629 4.94206
H -5.12452 8.69219 4.58969
H -3.58355 7.95990 4.55555
H -5.39059 6.53400 3.31329
H -4.13838 6.95519 2.13622
H -5.34127 6.86567 0.32013
H -6.91469 7.75591 0.28067
H -6.36932 5.28121 1.85163
H -7.70887 5.48359 0.64098
H -9.43324 5.35040 3.00052
H -8.59481 6.35781 4.32732
H -7.83182 4.87311 3.65427
C -0.70112 -0.17845 -3.57854
O -1.64641 -0.19661 -2.46014
C -1.13388 -0.66926 -1.26766
C -2.13766 -1.51049 -0.47692
N -3.35267 -0.61133 -0.52269
H -3.28209 -0.06716 0.33860
H -3.27621 0.07715 -1.29444
C -4.62509 -1.40336 -0.63361
C -5.75097 -0.47848 -0.84857
O -5.37862 0.15087 -2.07243
C -6.52604 0.84516 -2.66360
H -0.84843 0.79922 -4.04369
H -1.04553 -0.97177 -4.24701
H 0.34502 -0.36442 -3.33669
H 7.38720 -6.31267 7.06829
H -0.11237 -1.11711 -1.44192
H -1.75039 -1.59376 0.51577
H -2.34200 -2.43421 -0.94402
H -4.66802 -1.97791 0.33353
H -4.49550 -2.09376 -1.48417
H -5.68780 0.19700 -0.03499
H -6.76057 -0.97056 -0.89691
H -7.35342 0.31849 -2.23095
H -6.43559 0.72889 -3.71324
H -6.59504 1.91091 -2.31589
C -7.54403 -8.62706 13.63334
O -6.25224 -8.16858 13.50759
C -5.31697 -9.06700 13.11713
C -3.92032 -8.58121 13.66426
N -3.98448 -7.05436 13.65687
H -4.97565 -6.79233 13.91715
H -3.31605 -6.71700 14.32474
C -3.85454 -6.52489 12.19007
C -4.18486 -5.04484 12.01492
O -2.88614 -4.19812 12.15240
C -2.88649 -3.10439 11.59691
H -7.76697 -9.11278 14.57653
H -7.41292 -9.60803 13.04920
H -8.32932 -8.06112 13.03785
H -5.24052 -8.97067 12.00364
H -5.59685 -10.08425 13.24988
H -3.01161 -8.92894 13.08562
H -3.74662 -8.94646 14.71296
H -4.64122 -7.13986 11.69128
H -2.96209 -6.90349 11.67422
H -4.80229 -4.67713 12.81822
H -4.54056 -4.90844 11.06438
H -1.98195 -2.53421 11.55039
H -3.80378 -2.61608 11.04723
H 4.22003 -2.58113 8.15066
C 0.57983 7.06427 2.22666
O 1.36367 5.91979 2.23743
C 2.48370 5.85979 1.46037
C 3.11070 4.39556 1.55278
N 1.98803 3.31594 1.35829
H 1.09742 3.77984 1.61529
H 1.99668 3.04319 0.41503
C 2.11366 2.05260 2.20636
C 2.86059 1.02527 1.36212
O 4.04382 1.51054 0.84269
C 5.15847 1.65783 1.69071
H 1.06707 7.91853 2.63838
H -0.37582 6.84822 2.70794
H 0.30395 7.20679 1.16526
H 3.28808 6.64647 1.69012
H 2.21649 6.06895 0.40321
H 3.69668 4.17288 2.48813
H 3.79448 4.20157 0.75740
H 1.09956 1.68909 2.48256
H 2.62223 2.28641 3.12795
H 2.15831 0.69217 0.58761
H 3.22504 0.21025 2.03659
H 5.44415 0.66700 2.13811
H 4.97795 2.39200 2.52676
H 6.01128 1.93925 1.10420
Cl -1.13024 0.78566 -0.24269

Summary:
* E_HOMO: -9.06 eV
* 2S+1: 1
* E: -99236.80958 eV
* E_LUMO: -8.4352 eV
* max |F|: 0.1613 hartree/bohr
* gap between HOMO and LUMO: 0.63 eV
* charge: +5